1.
This record from the Open Molecules 2025 dataset describes a molecular structure, C25H34AuNO2P2. The level of theory is ωB97M-V with the def2-TZVPD basis set.

Each line ends with the Löwdin spin population.
CARTESIAN COORDINATES (ANGSTROEM)
1 C -2.778 -3.850 0.056  0.01
2 C -1.611 -3.037 0.162  0.01
3 N -1.661 -1.793 -0.455  0.13
4 C -2.833 -1.201 -0.663  0.01
5 C -4.035 -1.916 -0.574  0.01
6 C -3.995 -3.273 -0.251  0.00
7 C -0.415 -3.468 0.761  0.03
8 P 0.872 -2.237 1.067  0.15
9 Au 0.428 -0.368 -0.358  0.66
10 P -1.209 0.831 -1.641  0.13
11 C -2.839 0.291 -0.995  0.02
12 C 2.346 0.596 -0.653  0.27
13 C 2.976 1.023 0.495  0.03
14 C 4.235 1.652 0.385  0.01
15 C 4.796 1.851 -0.883  -0.01
16 C 4.129 1.428 -2.034  0.01
17 C 2.884 0.783 -1.917  0.04
18 O 0.732 -5.159 -1.746  0.00
19 O 2.939 -3.135 -2.140  0.00
20 H -2.652 -4.907 0.296  0.00
21 H -4.956 -1.390 -0.788  0.00
22 H -4.912 -3.861 -0.232  0.00
23 C 0.507 -1.867 2.797  0.02
24 C 2.566 -2.883 1.045  0.02
25 H -3.623 0.515 -1.738  0.00
26 H -3.039 0.876 -0.080  0.00
27 H 0.521 -4.607 -0.997  0.00
28 H -0.330 -4.528 1.048  0.01
29 C -1.124 2.613 -1.486  0.01
30 C -1.250 0.430 -3.406  0.03
31 H 2.495 0.887 1.457  0.00
32 H 4.745 1.986 1.288  0.00
33 H 5.768 2.344 -0.974  0.00
34 H 4.561 1.583 -3.028  0.00
35 H 2.370 0.409 -2.798  0.01
36 H 1.125 -1.029 -1.718  0.05
37 H 3.020 -2.621 -2.985  0.00
38 H 2.130 -3.649 -2.150  0.00
39 H 0.028 -5.111 -2.402  0.00
40 H 0.552 -0.793 -2.203  0.10
41 H 0.521 -2.822 3.339  0.00
42 H 1.234 -1.155 3.197  0.00
43 H -0.498 -1.438 2.817  0.00
44 H 2.621 -3.807 1.638  0.01
45 H 2.890 -3.048 0.002  0.00
46 H 3.221 -2.131 1.507  0.00
47 H -2.074 0.987 -3.879  0.00
48 H -0.300 0.736 -3.868  0.00
49 H -1.415 -0.647 -3.555  0.00
50 H -1.967 3.086 -2.004  0.00
51 H -1.132 2.876 -0.428  0.00
52 H -0.182 2.956 -1.927  0.00
53 C -0.119 0.692 1.183  0.18
54 C -0.572 1.716 1.688  0.03
55 C -0.991 2.931 2.289  0.00
56 C -0.053 3.772 2.919  0.00
57 C -0.414 5.061 3.313  0.00
58 C -1.727 5.510 3.114  0.00
59 C -2.687 4.659 2.551  0.00
60 C -2.330 3.365 2.166  0.00
61 H 0.962 3.387 3.057  0.00
62 H 0.333 5.714 3.773  0.00
63 H -2.004 6.525 3.397  0.00
64 H -3.718 4.992 2.398  0.00
65 H -3.059 2.664 1.751  0.00

Orbital gap (spin up / spin down), Eh: 0.240 / 0.217
LUMO energy (spin up / spin down), eV: 0.454 / -0.609
Total energy, eV: -54324.6659
Charge: 0
Expectation value of S²: 2.01
Spin multiplicity: 3

2.
This record from the Open Molecules 2025 dataset describes a molecular structure, C25H35AsN4ReSbSe4. The level of theory is ωB97M-V with the def2-TZVPD basis set.

Each line ends with the Mulliken charge.
CARTESIAN COORDINATES (ANGSTROEM)
1 Re -0.154 0.079 0.213  -1.92
2 C 2.196 0.696 -2.373  0.33
3 C 2.626 1.139 -0.964  -1.31
4 C 2.898 -0.045 -0.051  -1.05
5 N 1.680 -0.539 0.673  1.41
6 C 1.859 -1.498 1.663  0.71
7 C 3.028 -2.212 1.757  -0.52
8 C 3.449 -3.177 2.688  -0.97
9 C 2.814 -3.616 3.814  -0.67
10 C 1.568 -3.184 4.301  -0.75
11 C 0.683 -2.290 3.765  -0.89
12 C 0.716 -1.562 2.547  0.96
13 N -0.293 -0.807 2.136  0.52
14 C -1.233 -0.214 3.090  -0.19
15 C -0.752 1.162 3.593  -0.74
16 C 0.244 1.848 2.673  -0.82
17 N -0.208 1.878 1.275  0.43
18 C -0.645 2.948 0.664  1.40
19 C -0.669 4.254 1.250  -1.28
20 C -1.444 5.328 0.929  -0.53
21 C -2.443 5.426 -0.060  -0.46
22 C -2.616 4.585 -1.124  -0.91
23 C -1.865 3.453 -1.479  -0.53
24 C -0.961 2.702 -0.738  1.16
25 N -0.424 1.538 -1.207  1.14
26 C -0.251 1.340 -2.656  -0.67
27 C 1.201 1.609 -3.077  -1.20
28 H 1.736 -0.288 -2.319  -0.61
29 H 3.094 0.573 -2.982  0.55
30 H 1.884 1.790 -0.501  0.20
31 H 3.532 1.742 -1.023  0.61
32 H 3.646 0.212 0.698  0.69
33 H 3.319 -0.851 -0.657  0.37
34 H 3.748 -2.014 0.977  0.44
35 H 4.421 -3.612 2.489  0.42
36 H 3.333 -4.360 4.405  0.40
37 H 1.250 -3.635 5.233  0.41
38 H -0.218 -2.160 4.348  0.33
39 H -1.416 -0.857 3.948  0.63
40 H -2.188 -0.108 2.600  -0.40
41 H -0.246 1.052 4.556  0.35
42 H -1.626 1.796 3.754  0.45
43 H 1.189 1.308 2.689  0.05
44 H 0.451 2.839 3.062  0.77
45 H -0.008 4.401 2.091  0.39
46 H -1.315 6.201 1.560  0.41
47 H -3.097 6.288 -0.001  0.44
48 H -3.401 4.850 -1.824  0.42
49 H -2.103 3.064 -2.457  0.34
50 H -0.897 1.979 -3.248  0.61
51 H -0.519 0.315 -2.889  -0.25
52 H 1.448 2.660 -2.900  0.31
53 H 1.245 1.445 -4.155  0.50
54 C 1.391 -2.925 -1.900  -1.32
55 As -0.199 -2.154 -1.097  0.59
56 C -0.645 -3.604 0.111  -1.02
57 C -1.518 -2.396 -2.479  -1.10
58 H 1.134 -3.943 -2.193  0.53
59 H 2.201 -2.970 -1.174  0.31
60 H 1.715 -2.380 -2.781  0.43
61 H -0.726 -4.529 -0.458  0.52
62 H -1.584 -3.413 0.616  0.13
63 H 0.142 -3.719 0.854  0.27
64 H -1.545 -3.455 -2.729  0.49
65 H -1.255 -1.833 -3.371  0.43
66 H -2.496 -2.086 -2.129  0.30
67 Se -3.697 -1.838 0.663  -0.31
68 Sb -5.293 0.236 0.704  0.76
69 Se -2.434 0.001 0.143  0.20
70 Se -5.398 1.067 2.883  -0.34
71 Se -6.189 0.607 -1.416  -0.33

Orbital gap (spin up / spin down), Eh: 0.204 / 0.199
LUMO energy (spin up / spin down), eV: -7.417 / -7.506
Total energy, eV: -363329.6414
Charge: +2
Spin multiplicity: 1